# 1
C50H56IN4O3PSSiTi | the ωB97M-V functional and the def2-TZVPD basis

As for the net charge: +1. Its total energy is -4559.752662 hartree. The HOMO-LUMO gap (spin up / spin down) comes out at 7.5 / 8.0 eV. The spin multiplicity is 2. The expectation value of S² is 0.754.

Each line ends with the Löwdin spin population.
Atoms and positions in Å:
Ti (-0.388, 0.565, 0.748)  0.94
C (1.408, 0.247, 1.812)  0.00
Si (2.845, 1.199, 1.048)  0.00
C (2.821, 0.489, -0.747)  0.00
N (1.641, 0.844, -1.548)  0.00
C (1.574, -0.036, -2.728)  0.00
C (2.564, 0.342, -3.834)  0.00
C (2.245, 1.736, -4.397)  0.00
C (1.309, 2.475, -3.439)  0.00
C (1.763, 2.252, -1.998)  0.00
C (4.465, 0.646, 1.881)  0.00
C (5.251, 1.536, 2.608)  0.00
C (6.408, 1.120, 3.241)  0.00
C (6.805, -0.204, 3.165)  0.00
C (6.028, -1.108, 2.460)  0.00
C (4.873, -0.683, 1.829)  0.00
C (2.896, 3.099, 1.136)  0.00
C (3.728, 3.840, 0.298)  0.00
C (3.794, 5.219, 0.381)  0.00
C (3.021, 5.896, 1.310)  0.00
C (2.211, 5.176, 2.172)  0.00
C (2.163, 3.795, 2.093)  0.00
H (1.248, 0.538, 2.856)  0.01
H (1.670, -0.818, 1.829)  0.00
H (2.842, -0.602, -0.647)  0.00
H (3.744, 0.766, -1.275)  0.00
H (0.554, -0.022, -3.129)  0.00
H (1.789, -1.055, -2.410)  0.00
H (2.536, -0.419, -4.616)  0.00
H (3.570, 0.329, -3.411)  0.00
H (1.779, 1.654, -5.380)  0.00
H (3.164, 2.313, -4.516)  0.00
H (0.289, 2.124, -3.591)  0.00
H (1.328, 3.545, -3.646)  0.00
H (1.200, 2.889, -1.313)  0.00
H (2.816, 2.562, -1.954)  0.00
H (4.950, 2.571, 2.680)  0.00
H (7.008, 1.829, 3.793)  0.00
H (7.711, -0.532, 3.655)  0.00
H (6.329, -2.145, 2.401)  0.00
H (4.273, -1.399, 1.283)  0.00
H (4.353, 3.328, -0.420)  0.00
H (4.453, 5.768, -0.276)  0.00
H (3.066, 6.975, 1.370)  0.00
H (1.624, 5.696, 2.917)  0.00
H (1.551, 3.245, 2.797)  0.00
I (-1.801, 1.954, -1.553)  0.00
C (-2.513, 1.213, -3.457)  0.00
C (-2.763, 2.208, -4.376)  0.00
C (-3.305, 1.919, -5.628)  0.00
C (-3.619, 0.624, -5.924)  0.00
C (-3.367, -0.417, -5.008)  0.00
C (-3.742, -1.725, -5.369)  0.00
C (-3.549, -2.765, -4.507)  0.00
C (-2.925, -2.528, -3.284)  0.00
C (-2.498, -1.273, -2.885)  0.00
P (-1.530, -1.325, -1.290)  0.00
C (-2.671, -2.505, -0.444)  0.00
C (-4.025, -2.182, -0.384)  0.00
C (-4.930, -3.021, 0.239)  0.00
C (-4.503, -4.222, 0.783)  0.00
C (-3.162, -4.557, 0.723)  0.00
C (-2.250, -3.700, 0.127)  0.00
C (-0.188, -2.504, -1.754)  0.00
C (-0.003, -3.123, -2.985)  0.00
C (1.091, -3.946, -3.192)  0.00
C (2.004, -4.182, -2.179)  0.00
C (1.854, -3.536, -0.963)  0.00
C (0.779, -2.689, -0.764)  0.00
C (-2.758, -0.156, -3.734)  0.00
H (-2.556, 3.233, -4.108)  0.00
H (-3.492, 2.714, -6.331)  0.00
H (-4.081, 0.374, -6.867)  0.00
H (-4.191, -1.879, -6.337)  0.00
H (-3.859, -3.765, -4.766)  0.00
H (-2.765, -3.372, -2.629)  0.00
H (-4.382, -1.284, -0.872)  0.00
H (-5.976, -2.760, 0.277)  0.00
H (-5.208, -4.907, 1.231)  0.00
H (-2.827, -5.506, 1.120)  0.00
H (-1.209, -3.986, 0.063)  0.00
H (-0.692, -2.958, -3.799)  0.00
H (1.224, -4.407, -4.157)  0.00
H (2.845, -4.835, -2.345)  0.00
H (2.587, -3.680, -0.182)  0.00
H (0.683, -2.132, 0.166)  0.00
C (-3.072, 3.043, 5.027)  0.00
N (-2.189, 2.976, 3.883)  0.00
C (-1.894, 4.110, 3.175)  0.02
C (-1.154, 4.064, 2.026)  0.00
C (-0.714, 2.796, 1.607)  0.02
O (-0.070, 2.481, 0.543)  0.00
N (-1.049, 1.685, 2.312)  0.00
C (-1.779, 1.731, 3.438)  0.01
O (-2.096, 0.702, 4.045)  0.01
H (-2.992, 4.018, 5.500)  0.00
H (-2.805, 2.263, 5.736)  0.00
H (-4.104, 2.881, 4.710)  0.00
H (-2.290, 5.030, 3.573)  0.00
H (-0.920, 4.947, 1.455)  0.00
N (-3.347, 0.721, 1.077)  0.00
H (-4.002, 0.123, 0.583)  0.00
H (-3.780, 1.639, 1.137)  0.00
H (-3.269, 0.358, 2.024)  0.00
O (-1.144, -1.030, 1.654)  0.00
S (-0.851, -1.348, 3.117)  0.00
C (0.043, -2.976, 3.015)  0.00
C (-0.910, -4.082, 3.433)  0.00
C (-1.863, -3.447, 4.435)  0.00
C (-2.356, -2.173, 3.773)  0.00
H (0.886, -2.896, 3.697)  0.00
H (0.411, -3.091, 2.001)  0.00
H (-0.372, -4.925, 3.864)  0.00
H (-1.469, -4.439, 2.570)  0.00
H (-1.325, -3.201, 5.352)  0.00
H (-2.686, -4.112, 4.693)  0.00
H (-2.818, -1.482, 4.471)  0.00
H (-3.018, -2.370, 2.931)  0.00



# 2
C50H57BrCoF4N4OP2S | the ωB97M-V functional and the def2-TZVPD basis

As for the net charge: +2. Its total energy is -7670.480487 hartree. The HOMO-LUMO gap (spin up / spin down) comes out at 8.5 / 9.4 eV. The spin multiplicity is 2. The expectation value of S² is 0.772.

Each line ends with the Löwdin spin population.
Atoms and positions in Å:
Co (0.051, -0.694, 0.265)  1.03
F (4.224, 0.502, 5.885)  0.00
C (3.830, 0.196, 4.668)  0.00
C (4.758, -0.003, 3.661)  0.00
F (6.048, 0.101, 3.916)  0.00
C (4.322, -0.328, 2.385)  0.00
F (5.252, -0.574, 1.466)  0.00
C (2.974, -0.410, 2.060)  0.00
P (2.424, -0.898, 0.390)  -0.02
C (3.485, -0.109, -0.854)  0.00
C (3.238, -0.485, -2.175)  0.00
C (3.984, 0.050, -3.214)  0.00
C (4.981, 0.975, -2.941)  0.00
C (5.231, 1.356, -1.630)  0.00
C (4.491, 0.815, -0.591)  0.00
C (3.080, -2.617, 0.438)  0.00
C (2.772, -3.393, 1.558)  0.00
C (3.315, -4.657, 1.714)  0.00
C (4.180, -5.165, 0.752)  0.00
C (4.490, -4.404, -0.362)  0.00
C (3.944, -3.134, -0.521)  0.00
C (2.065, -0.275, 3.111)  0.00
Br (0.223, -0.678, 2.915)  0.03
C (2.478, 0.035, 4.392)  0.00
F (1.604, 0.164, 5.381)  0.00
H (2.448, -1.195, -2.403)  0.00
H (3.783, -0.253, -4.233)  0.00
H (5.565, 1.397, -3.749)  0.00
H (6.010, 2.074, -1.412)  0.00
H (4.699, 1.137, 0.421)  0.00
H (2.113, -3.007, 2.329)  0.00
H (3.080, -5.235, 2.598)  0.00
H (4.628, -6.142, 0.886)  0.00
H (5.188, -4.777, -1.100)  0.00
H (4.252, -2.538, -1.368)  0.00
C (2.296, 4.821, 1.877)  0.00
C (2.819, 4.068, 0.645)  0.00
C (2.043, 2.765, 0.414)  0.00
C (0.591, 2.938, 0.831)  -0.01
C (0.532, 3.078, 2.368)  0.00
C (1.757, 3.839, 2.911)  0.00
P (-0.496, 1.600, 0.209)  -0.03
C (-0.831, 1.879, -1.592)  0.00
C (-0.859, 3.342, -2.102)  0.00
C (0.419, 3.706, -2.854)  0.00
C (0.590, 2.840, -4.111)  0.00
C (0.025, 1.424, -3.911)  0.00
C (0.116, 1.026, -2.443)  0.01
C (-2.170, 1.949, 0.937)  0.00
C (-2.443, 1.376, 2.331)  0.00
C (-3.936, 1.490, 2.696)  0.00
C (-4.608, 2.722, 2.077)  0.00
C (-3.591, 3.840, 1.912)  0.00
C (-2.551, 3.451, 0.856)  0.00
H (1.497, 5.511, 1.588)  0.00
H (3.085, 5.438, 2.306)  0.00
H (3.880, 3.838, 0.768)  0.00
H (2.743, 4.702, -0.242)  0.00
H (2.467, 1.965, 1.029)  0.00
H (2.139, 2.445, -0.622)  0.00
H (0.223, 3.862, 0.376)  0.00
H (0.490, 2.088, 2.828)  0.00
H (-0.387, 3.589, 2.660)  0.00
H (2.548, 3.130, 3.178)  0.00
H (1.486, 4.354, 3.832)  0.00
H (-1.837, 1.460, -1.698)  0.00
H (-1.043, 4.047, -1.294)  0.00
H (-1.707, 3.449, -2.784)  0.00
H (1.280, 3.581, -2.192)  0.00
H (0.400, 4.762, -3.124)  0.00
H (1.650, 2.782, -4.366)  0.00
H (0.094, 3.314, -4.959)  0.00
H (0.559, 0.709, -4.540)  0.00
H (-1.024, 1.383, -4.222)  0.00
H (1.142, 1.167, -2.105)  0.00
H (-0.117, -0.039, -2.305)  0.01
H (-2.827, 1.402, 0.256)  0.00
H (-1.832, 1.885, 3.079)  0.00
H (-2.158, 0.321, 2.362)  0.00
H (-4.021, 1.533, 3.784)  0.00
H (-4.464, 0.590, 2.380)  0.00
H (-5.450, 3.040, 2.692)  0.00
H (-5.021, 2.474, 1.093)  0.00
H (-3.102, 4.033, 2.872)  0.00
H (-4.070, 4.775, 1.617)  0.00
H (-1.681, 4.098, 0.968)  0.00
H (-2.959, 3.653, -0.137)  0.00
N (-0.224, -7.193, -0.358)  0.00
C (0.029, -5.908, -0.601)  0.00
N (0.659, -5.568, -1.728)  0.00
N (-0.376, -5.031, 0.317)  0.00
C (-0.167, -3.772, 0.132)  0.00
N (0.021, -2.632, 0.012)  0.00
H (0.065, -7.929, -0.978)  0.00
H (-0.681, -7.434, 0.505)  0.00
H (0.945, -6.253, -2.404)  0.00
H (0.883, -4.604, -1.909)  0.00
O (-1.866, -0.729, -0.146)  0.00
S (-2.723, -1.992, 0.080)  0.00
C (-2.890, -2.706, -1.543)  0.00
C (-2.548, -1.974, -2.669)  0.00
C (-2.685, -2.567, -3.915)  0.00
C (-3.157, -3.870, -4.019)  0.00
C (-3.489, -4.591, -2.880)  0.00
C (-3.349, -4.012, -1.627)  0.00
C (-4.351, -1.360, 0.343)  0.00
C (-4.855, -0.317, -0.425)  0.00
C (-6.129, 0.147, -0.155)  0.00
C (-6.887, -0.441, 0.856)  0.00
C (-6.375, -1.489, 1.606)  0.00
C (-5.089, -1.952, 1.357)  0.00
H (-2.176, -0.963, -2.567)  0.00
H (-2.431, -2.010, -4.807)  0.00
H (-3.271, -4.323, -4.995)  0.00
H (-3.860, -5.604, -2.966)  0.00
H (-3.598, -4.570, -0.732)  0.00
H (-4.258, 0.121, -1.216)  0.00
H (-6.542, 0.961, -0.735)  0.00
H (-7.885, -0.076, 1.056)  0.00
H (-6.969, -1.938, 2.390)  0.00
H (-4.666, -2.752, 1.953)  0.00



# 3
C50H58Br2CaCl2N2O2SSbSi3 | the ωB97M-V functional and the def2-TZVPD basis

As for the net charge: -1. Its total energy is -10453.387915 hartree. The HOMO-LUMO gap comes out at 7.4 eV.

Each line ends with the Löwdin charge.
Atoms and positions in Å:
Ca (-0.399, 1.785, 0.571)  1.10
Br (1.057, 4.848, -3.842)  0.76
C (1.823, 4.948, -2.116)  -0.60
C (2.757, 5.964, -1.864)  -0.19
C (3.367, 6.067, -0.650)  -0.64
Br (4.631, 7.458, -0.369)  0.73
C (3.073, 5.142, 0.383)  -0.19
C (3.679, 5.141, 1.659)  -0.04
C (3.343, 4.180, 2.566)  -0.04
C (2.381, 3.215, 2.216)  -0.16
N (1.783, 3.195, 1.048)  0.06
C (2.119, 4.135, 0.122)  -0.14
C (1.451, 4.005, -1.161)  -0.44
O (0.598, 3.063, -1.342)  -0.23
H (2.990, 6.668, -2.650)  0.09
H (4.414, 5.899, 1.896)  0.07
H (3.801, 4.147, 3.546)  0.10
H (2.103, 2.425, 2.905)  0.05
Cl (-0.739, 2.598, 3.466)  0.70
C (-0.583, 1.134, 4.436)  -0.63
C (-1.217, 1.171, 5.665)  -0.13
C (-1.126, 0.070, 6.501)  -0.10
C (-0.401, -1.035, 6.085)  -0.13
C (0.215, -1.038, 4.846)  -0.66
Cl (1.096, -2.474, 4.404)  0.70
C (0.150, 0.043, 3.943)  -0.74
S (0.894, -0.017, 2.374)  0.50
H (-1.776, 2.053, 5.947)  0.10
H (-1.618, 0.076, 7.465)  0.10
H (-0.310, -1.910, 6.714)  0.10
C (-3.816, 3.506, 2.220)  -0.21
Si (-3.332, 3.489, 0.378)  0.34
C (-4.823, 4.352, -0.404)  -0.20
C (-1.903, 4.735, 0.195)  -0.17
C (-2.890, 1.820, -0.273)  -0.54
Si (-3.754, 0.424, 0.558)  0.33
C (-2.958, -0.122, 2.181)  -0.18
C (-3.765, -1.177, -0.440)  -0.18
C (-5.573, 0.753, 0.957)  -0.17
Si (-3.180, 1.775, -2.075)  0.43
C (-2.434, 3.210, -3.020)  -0.17
C (-5.020, 1.699, -2.549)  -0.18
C (-2.521, 0.222, -3.037)  -0.26
C (-3.229, -0.249, -4.150)  -0.08
C (-2.807, -1.379, -4.830)  -0.07
C (-1.673, -2.045, -4.394)  -0.06
C (-0.997, -1.515, -3.311)  -0.12
N (-1.400, -0.421, -2.665)  0.04
H (-4.871, 3.785, 2.302)  0.02
H (-3.239, 4.255, 2.769)  0.01
H (-3.688, 2.557, 2.739)  -0.01
H (-4.921, 5.337, 0.066)  0.03
H (-5.744, 3.796, -0.204)  0.02
H (-4.744, 4.504, -1.484)  0.02
H (-1.675, 5.234, 1.142)  0.03
H (-2.186, 5.516, -0.518)  0.04
H (-0.975, 4.320, -0.212)  -0.01
H (-1.945, -0.516, 2.032)  0.00
H (-3.553, -0.939, 2.605)  0.04
H (-2.892, 0.657, 2.944)  0.00
H (-2.750, -1.527, -0.645)  0.02
H (-4.287, -1.105, -1.399)  0.02
H (-4.271, -1.946, 0.155)  0.03
H (-5.692, 1.615, 1.619)  0.01
H (-6.016, -0.115, 1.458)  0.03
H (-6.152, 0.949, 0.048)  0.02
H (-2.895, 4.169, -2.757)  0.02
H (-2.575, 3.056, -4.095)  0.03
H (-1.364, 3.288, -2.819)  -0.01
H (-5.619, 2.297, -1.863)  0.00
H (-5.407, 0.675, -2.513)  0.03
H (-5.192, 2.088, -3.559)  0.03
H (-4.125, 0.265, -4.472)  0.09
H (-3.365, -1.742, -5.685)  0.10
H (-1.314, -2.945, -4.875)  0.10
H (-0.095, -1.991, -2.931)  0.10
O (0.473, 0.497, -1.043)  -0.31
H (-0.241, 0.135, -1.653)  0.00
H (0.814, 1.305, -1.486)  0.02
C (3.259, -0.632, -2.929)  -0.08
C (4.007, -1.934, -2.772)  -0.31
C (5.050, -2.232, -3.649)  -0.06
C (5.768, -3.414, -3.538)  -0.10
C (5.454, -4.321, -2.536)  -0.10
C (4.417, -4.034, -1.659)  -0.13
C (3.680, -2.856, -1.767)  -0.33
Sb (2.096, -2.394, -0.370)  1.57
C (3.116, -3.269, 1.305)  -0.34
C (2.792, -4.532, 1.788)  -0.14
C (3.428, -5.059, 2.907)  -0.10
C (4.405, -4.314, 3.549)  -0.10
C (4.735, -3.053, 3.071)  -0.06
C (4.101, -2.513, 1.957)  -0.31
C (4.476, -1.140, 1.466)  -0.08
C (0.856, -4.096, -0.816)  -0.34
C (1.024, -4.873, -1.960)  -0.13
C (0.105, -5.859, -2.302)  -0.10
C (-0.998, -6.076, -1.492)  -0.10
C (-1.176, -5.305, -0.350)  -0.06
C (-0.269, -4.308, -0.002)  -0.32
C (-0.508, -3.463, 1.223)  -0.09
H (3.707, -0.014, -3.707)  0.08
H (3.250, -0.056, -2.002)  0.06
H (2.211, -0.796, -3.195)  0.06
H (5.304, -1.519, -4.426)  0.10
H (6.577, -3.620, -4.229)  0.10
H (6.016, -5.241, -2.434)  0.10
H (4.183, -4.739, -0.867)  0.10
H (2.025, -5.119, 1.291)  0.09
H (3.158, -6.042, 3.272)  0.10
H (4.906, -4.708, 4.425)  0.10
H (5.492, -2.466, 3.581)  0.10
H (5.234, -0.687, 2.106)  0.08
H (3.607, -0.476, 1.460)  0.03
H (4.881, -1.184, 0.449)  0.07
H (1.882, -4.711, -2.603)  0.09
H (0.252, -6.450, -3.198)  0.09
H (-1.722, -6.842, -1.745)  0.10
H (-2.041, -5.472, 0.283)  0.11
H (-1.359, -3.829, 1.798)  0.08
H (-0.714, -2.424, 0.949)  0.05
H (0.359, -3.435, 1.890)  0.02